# C5H8OS

A single C5H8OS molecule (ωB97M-V/def2-TZVPD, the Open Molecules 2025 dataset).

For the highest occupied orbital energy, the calculation gives -8.448 eV. The SMILES is C=CC1(O)CSC1. The gap between HOMO and LUMO comes out at 9.3 eV. As for the multiplicity: 1. The charge is 0.

```
15
Properties=species:S:1:pos:R:3:nbo_charge:R:1
C 0.991 0.275 1.889 -0.378
C 1.061 0.061 0.604 -0.197
C -0.534 1.117 -0.915 -0.507
C -0.234 -1.115 -1.427 -0.474
C -0.231 -0.173 -0.039 0.237
O -1.318 -0.633 0.744 -0.715
S -0.329 0.395 -2.579 0.100
H 1.600 0.579 2.594 0.194
H 0.037 0.341 2.320 0.169
H 1.963 0.088 0.102 0.222
H -1.489 1.528 -0.878 0.224
H 0.106 1.941 -0.765 0.209
H 0.594 -1.721 -1.746 0.208
H -1.136 -1.700 -1.546 0.220
H -1.079 -0.982 1.641 0.487
```

***

# C5H8OS2

A single C5H8OS2 molecule (ωB97M-V/def2-TZVPD, the Open Molecules 2025 dataset).

For the highest occupied orbital energy, the calculation gives -8.316 eV. The SMILES is SCC1=CSCOC1. The gap between HOMO and LUMO comes out at 9.0 eV. As for the multiplicity: 1. The charge is 0.

```
16
Properties=species:S:1:pos:R:3:nbo_charge:R:1
C 0.039 0.798 -1.858 -0.520
C 0.220 0.387 -0.409 -0.085
C 0.172 1.241 0.574 -0.354
C 0.281 -0.972 2.134 -0.191
C 0.412 -1.096 -0.172 -0.103
H -2.270 0.107 -2.167 0.111
H -0.186 1.838 -2.003 0.229
H 0.936 0.513 -2.383 0.226
H -0.085 2.299 0.428 0.226
H -0.761 -1.245 2.157 0.181
H 0.817 -1.369 3.025 0.216
H 1.081 -1.495 -0.991 0.204
H -0.629 -1.530 -0.291 0.189
O 1.010 -1.472 1.050 -0.504
S -1.159 -0.209 -2.764 -0.032
S 0.300 0.866 2.277 0.208
```

***

# C5H8OS2

A single C5H8OS2 molecule (ωB97M-V/def2-TZVPD, the Open Molecules 2025 dataset).

For the highest occupied orbital energy, the calculation gives -8.570 eV. The SMILES is C=C(CC(O)=S)SC. The gap between HOMO and LUMO comes out at 9.1 eV. As for the multiplicity: 1. The charge is 0.

```
16
Properties=species:S:1:pos:R:3:nbo_charge:R:1
C -2.075 -1.059 0.637 -0.745
C -0.107 0.668 -0.348 -0.173
C -0.281 1.955 -0.659 -0.350
C 1.026 0.200 0.530 -0.545
C 2.109 -0.487 -0.324 0.249
H -2.711 -1.869 0.385 0.237
H -1.324 -1.344 1.387 0.221
H -2.688 -0.251 1.083 0.222
H 0.307 2.715 -0.137 0.207
H -1.043 2.277 -1.389 0.217
H 1.475 1.063 1.084 0.256
H 0.652 -0.500 1.212 0.228
H 0.704 -1.336 -1.218 0.487
O 1.668 -1.409 -1.144 -0.653
S -1.408 -0.450 -0.913 0.215
S 3.698 -0.173 -0.187 -0.072
```

***

# C5H8OSi

A single C5H8OSi molecule (ωB97M-V/def2-TZVPD, the Open Molecules 2025 dataset).

For the highest occupied orbital energy, the calculation gives -8.924 eV. The SMILES is C=C/C=C\[Si@@H]1CO1. The gap between HOMO and LUMO comes out at 9.4 eV. As for the multiplicity: 1. The charge is 0.

```
15
Properties=species:S:1:pos:R:3:nbo_charge:R:1
C -0.854 -1.541 0.345 -0.200
C -1.546 -0.914 -0.812 -0.248
C 0.262 -1.149 0.932 -0.630
C -1.171 0.133 -1.493 -0.374
C 1.055 1.930 0.960 -0.472
O 1.225 1.543 -0.561 -0.885
Si 1.546 0.227 0.360 1.504
H -1.272 -2.421 0.797 0.200
H -2.474 -1.404 -1.015 0.200
H 0.518 -1.823 1.828 0.231
H -1.567 0.299 -2.519 0.201
H 0.004 2.094 1.297 0.214
H 1.746 2.591 1.319 0.195
H -0.303 0.780 -1.294 0.232
H 2.832 -0.347 -0.144 -0.167
```

***

Per-record ΔE to the lowest compared entry with this formula, charge and spin, kcal/mol: 60.0, 28.5, 26.4, 52.3